This record from the OMol25 dataset describes an isolated molecule of C3H4N2O4. The level of theory is ωB97M-V/def2-TZVPD.

```
13
Properties=species:S:1:pos:R:3:forces:R:3
O -1.91201 0.46314 2.60973 -0.7 4.4 0.1
N -1.62016 -0.65063 2.56417 0.7 -1.6 -1.1
O -2.03957 -1.53134 3.22042 0.3 -1.9 0.3
O -0.69345 -0.99659 1.53597 -0.2 -2.0 0.5
C -0.13232 0.07273 0.82134 0.3 1.8 1.7
C -1.12565 0.63843 -0.27222 -1.1 -3.7 1.6
C -1.11233 2.01965 -0.36453 1.0 3.6 -1.4
N -0.81226 3.11865 -0.62526 -0.8 -1.2 1.5
O -0.64324 4.30700 -0.63019 0.3 0.5 -0.6
H 0.71376 -0.33538 0.30485 0.3 -0.7 -0.2
H 0.39120 0.74895 1.60161 -1.4 -0.2 -1.5
H -2.24277 0.31703 -0.02808 2.4 0.2 -0.5
H -0.71870 0.08232 -1.13161 -0.9 0.6 -0.4
```
Positions in Å, forces in eV/Å.

Calculated values
E_tot (eV): -14338.2207
Lowest unoccupied orbital energy (eV): 0.352
Energy relative to the best compared isomer or geometry (same formula, charge and spin) (kJ/mol): 817.6
HOMO (eV): -9.709
Largest force on an atom (eV/Å): 4.5
Orbital gap (eV): 10.1
SMILES: O=[N+]([O-])OCCC#[N+][O-]
Molar mass (g mol⁻¹): 132.08


This record from the OMol25 dataset describes an isolated molecule of C3H4N2OS. The level of theory is ωB97M-V/def2-TZVPD.

```
11
Properties=species:S:1:pos:R:3:forces:R:3
O 1.77696 2.06919 0.79776 0.3 2.8 -0.4
C 1.04283 1.05342 0.48991 -3.3 -2.9 -2.7
C 0.24095 0.68661 -0.60310 -0.3 1.4 -1.8
N -0.18906 -0.60781 -0.39096 -0.7 0.5 -1.8
S -1.72307 -1.20407 -1.03780 0.4 2.2 1.8
C 0.35172 -0.98318 0.76231 -2.4 -0.4 2.6
N 0.90134 0.08219 1.32816 2.1 -4.2 3.3
H 1.31543 2.73561 0.27085 0.9 1.0 0.2
H -0.19578 1.17071 -1.48610 0.7 0.1 0.5
H -2.40131 -0.17759 -0.26207 0.6 -1.8 -1.3
H -0.16387 -1.87892 1.24491 1.5 1.3 -0.3
```
Positions in Å, forces in eV/Å.

Calculated values
E_tot (eV): -19036.4747
Lowest unoccupied orbital energy (eV): 0.342
Energy relative to the best compared isomer or geometry (same formula, charge and spin) (kJ/mol): 248.3
HOMO (eV): -8.422
Largest force on an atom (eV/Å): 5.7
Orbital gap (eV): 8.8
SMILES: Oc1cn(S)cn1
Molar mass (g mol⁻¹): 116.14


This record from the OMol25 dataset describes a 2-piece molecular cluster, C3H4N2OS overall. The level of theory is ωB97M-V/def2-TZVPD.

```
11
Properties=species:S:1:pos:R:3:forces:R:3
N 2.14605 2.51942 -0.30865 0.9 -1.0 -0.3
C 2.87008 1.60922 -0.25355 -2.0 2.5 0.3
C 3.66062 0.56497 0.01101 2.0 -2.3 0.4
N 4.31622 -0.39504 0.12319 -2.2 3.4 -0.8
O 4.96148 -1.35124 0.16388 1.6 -2.3 0.4
C -0.47763 0.21470 -0.06906 0.9 -3.2 0.5
S 0.94686 -0.89009 -0.28497 0.6 -1.1 0.9
H -0.31347 0.34623 0.96772 -0.7 1.2 1.0
H -1.29336 -0.46918 -0.25627 -0.7 0.9 -0.2
H -0.19532 0.95962 -0.72532 -0.6 2.1 -0.9
H 1.02140 -0.80349 -1.57411 0.1 -0.1 -1.4
```
Positions in Å, forces in eV/Å.

Calculated values
E_tot (eV): -19034.2442
Lowest unoccupied orbital energy (eV): 0.127
Energy relative to the best compared isomer or geometry (same formula, charge and spin) (kJ/mol): 463.5
HOMO (eV): -9.171
Largest force on an atom (eV/Å): 4.1
Orbital gap (eV): 9.3
SMILES: N#CC#[N+][O-].CS
Molar mass (g mol⁻¹): 116.14